# 1
Density functional theory data (ωB97M-V with the def2-TZVPD basis set) for a structure of composition C31H30ClN5O2STa.

```
71
Properties=species:S:1:pos:R:3:mulliken_charge:R:1
Ta 0.553 -0.899 -0.347 1.61
N 1.399 -0.064 -2.617 -0.12
C 0.277 -0.733 -3.232 0.44
C -0.120 -0.574 -4.540 -0.86
C -1.230 -1.300 -4.958 -0.46
C -1.874 -2.147 -4.065 -1.08
C -1.409 -2.231 -2.768 -0.12
N -0.350 -1.518 -2.354 0.13
C 2.560 -0.915 -2.470 0.36
C 3.640 -0.921 -3.317 -0.76
C 4.692 -1.780 -3.005 -0.50
C 4.608 -2.577 -1.871 -1.06
C 3.488 -2.495 -1.067 -0.17
N 2.464 -1.673 -1.371 -0.32
H 1.630 0.809 -3.080 0.47
H 0.416 0.082 -5.213 0.50
H -1.581 -1.213 -5.978 0.49
H -2.730 -2.733 -4.369 0.47
H -1.886 -2.868 -2.035 0.49
H 3.671 -0.282 -4.190 0.50
H 5.567 -1.818 -3.641 0.47
H 5.414 -3.243 -1.597 0.48
H 3.402 -3.042 -0.134 0.66
N 0.343 -4.004 0.000 -0.08
C -0.061 -2.831 0.395 -1.03
C 0.766 -0.643 1.539 1.25
O 3.174 -2.553 1.898 -0.48
O 0.567 -0.775 2.837 -0.58
H 0.072 -4.860 0.473 0.33
H 0.973 -4.122 -0.783 0.22
H 3.524 -3.087 4.110 0.32
H -0.751 -2.898 1.237 0.46
N -1.019 0.423 -0.414 -0.33
S -1.779 1.219 0.831 0.54
C -1.821 2.919 0.371 0.48
C -1.035 3.779 1.130 -0.32
C -1.012 5.126 0.800 -0.72
C -1.762 5.586 -0.273 -0.47
C -2.547 4.713 -1.023 -0.83
C -2.588 3.369 -0.702 -0.15
C -3.493 0.741 0.723 0.29
C -3.868 -0.428 0.080 -0.37
C -5.206 -0.800 0.104 -0.55
C -6.136 -0.019 0.775 -0.58
C -5.738 1.141 1.428 -0.69
C -4.409 1.531 1.409 -0.41
H -1.417 0.718 -1.306 0.38
H -0.470 3.407 1.977 0.51
H -0.421 5.816 1.387 0.44
H -1.750 6.639 -0.522 0.44
H -3.141 5.089 -1.845 0.45
H -3.231 2.691 -1.251 0.43
H -3.137 -1.035 -0.438 0.34
H -5.523 -1.702 -0.402 0.44
H -7.176 -0.315 0.791 0.43
H -6.464 1.747 1.953 0.43
H -4.100 2.438 1.913 0.51
Cl 2.661 -3.366 3.163 0.16
C 1.612 -0.115 3.519 0.18
C 1.780 -0.096 4.881 -1.08
C 2.880 0.619 5.350 -0.49
C 3.748 1.268 4.480 -0.72
C 3.546 1.230 3.102 -0.79
C 2.454 0.528 2.636 0.30
C 1.956 0.307 1.211 -0.59
H 1.092 -0.597 5.548 0.56
H 3.057 0.674 6.416 0.49
H 4.591 1.815 4.878 0.46
H 4.225 1.738 2.431 0.53
H 2.770 -0.158 0.637 0.36
H 1.662 1.265 0.764 0.90
```

**Net charge**: +3
**HOMO energy**: -15.4654 eV
**Kohn-Sham gap**: 0.23630 Eh

# 2
Density functional theory data (ωB97M-V with the def2-TZVPD basis set) for a structure of composition C31H30F6N2O2S.

```
72
Properties=species:S:1:pos:R:3:mulliken_charge:R:1
C -5.111 -4.750 2.271 -0.82
O -5.380 -3.504 1.582 -0.43
C -4.318 -2.784 1.145 1.12
C -4.579 -1.547 0.498 -0.77
C -3.532 -0.790 0.041 -0.50
C -2.169 -1.107 0.295 0.23
C -1.084 -0.258 -0.082 0.18
C 0.229 -0.715 -0.063 -0.08
C 1.358 -0.032 -0.518 0.36
N 2.623 -0.470 -0.385 0.59
C 3.748 0.306 -0.918 -0.12
C 3.739 0.446 -2.443 -0.52
C 4.934 1.217 -2.966 0.50
C 5.815 0.625 -3.878 -0.39
C 6.982 1.293 -4.258 -0.57
C 7.244 2.578 -3.766 -0.42
C 6.331 3.194 -2.900 -0.71
C 5.171 2.517 -2.509 -0.22
C 4.958 -0.491 -0.424 0.29
O 6.141 -0.173 -0.498 -0.71
N 4.480 -1.637 0.146 0.27
C 5.369 -2.638 0.687 -0.98
C 3.030 -1.729 0.266 0.13
C 2.643 -1.798 1.751 -1.52
C 2.537 -2.973 -0.488 -1.59
C -1.945 -2.359 0.954 -0.60
C -2.977 -3.194 1.332 -0.71
H -6.099 -5.137 2.522 0.24
H -4.578 -5.459 1.620 0.33
H -4.525 -4.579 3.187 0.35
H -5.614 -1.233 0.359 0.50
H -3.751 0.110 -0.530 0.58
H -1.256 0.823 -0.331 0.09
H 0.416 -1.706 0.346 -0.89
H 1.246 0.931 -1.025 0.61
H 3.778 1.308 -0.452 0.32
H 3.724 -0.563 -2.887 0.31
H 2.803 0.955 -2.724 0.42
H 5.588 -0.379 -4.251 0.31
H 7.686 0.802 -4.932 0.36
H 8.157 3.099 -4.058 0.36
H 6.519 4.198 -2.515 0.37
H 4.453 2.977 -1.824 0.36
H 6.400 -2.366 0.452 0.38
H 5.264 -2.716 1.777 0.30
H 5.154 -3.622 0.256 0.31
H 3.158 -1.001 2.303 0.37
H 1.567 -1.687 1.894 0.38
H 2.950 -2.767 2.164 0.45
H 2.969 -2.991 -1.498 0.35
H 2.854 -3.875 0.050 0.48
H 1.449 -2.986 -0.574 0.39
H -0.938 -2.694 1.199 0.25
H -2.753 -4.158 1.790 0.36
F -3.237 4.841 3.664 -0.26
C -4.344 4.040 3.609 0.81
F -4.196 3.079 4.578 -0.26
F -5.414 4.809 3.975 -0.28
C -4.528 3.429 2.245 0.28
C -5.819 3.333 1.731 -0.90
C -5.994 2.785 0.462 0.23
C -7.376 2.657 -0.117 0.82
F -7.394 2.956 -1.453 -0.27
F -7.853 1.374 0.009 -0.25
F -8.278 3.479 0.493 -0.28
C -4.920 2.365 -0.296 -0.81
C -3.597 2.518 0.205 0.55
S -2.300 2.155 -0.789 -0.56
C -3.424 2.998 1.528 -0.88
H -6.671 3.682 2.301 0.50
H -5.089 1.941 -1.282 0.45
H -2.427 3.045 1.952 0.43
```

**Net charge**: 0
**HOMO energy**: -6.4172 eV
**Kohn-Sham gap**: 0.17312 Eh

# 3
Density functional theory data (ωB97M-V with the def2-TZVPD basis set) for a structure of composition C31H30N11ORbS6.

```
80
Properties=species:S:1:pos:R:3:nbo_charge:R:1
Rb 0.602 2.511 -0.013 0.90
C 3.243 -1.390 4.603 -0.77
S 2.670 0.218 5.206 0.18
C 1.254 0.624 4.137 -0.03
S 0.459 -0.540 3.195 -0.47
N 0.933 1.850 4.332 -0.39
N 0.267 2.639 3.524 -0.18
C -0.546 3.511 4.000 -0.03
C -1.051 4.600 3.175 0.16
C -1.787 5.635 3.764 -0.27
C -2.181 6.714 2.992 -0.18
C -1.840 6.740 1.648 -0.27
C -1.140 5.655 1.132 0.04
N -0.768 4.610 1.864 -0.45
H 3.261 -2.096 5.431 0.20
H 4.236 -1.278 4.173 0.21
H 2.528 -1.724 3.851 0.26
H -0.799 3.522 5.062 0.15
H -2.029 5.594 4.819 0.20
H -2.737 7.534 3.433 0.20
H -2.104 7.568 1.005 0.23
H -0.868 5.634 0.074 0.26
C 2.112 -1.169 -4.728 -0.25
N 2.359 -0.049 -3.842 -0.20
C 1.937 0.139 -2.581 0.17
N 2.395 1.279 -2.121 -0.50
C 3.106 1.780 -3.162 0.16
N 3.120 0.998 -4.223 -0.30
C 2.782 -2.433 -4.234 0.06
C 4.017 -2.829 -4.733 -0.22
C 4.601 -4.004 -4.274 -0.20
C 3.980 -4.774 -3.312 -0.18
C 2.759 -4.363 -2.773 -0.11
C 2.168 -3.191 -3.251 -0.21
C 2.107 -5.120 -1.729 0.46
N 2.394 -6.293 -1.256 -0.29
N 1.484 -6.566 -0.276 -0.30
C 0.688 -5.546 -0.196 0.45
O 1.027 -4.594 -1.102 -0.41
C -0.429 -5.314 0.693 -0.04
C -0.844 -6.278 1.609 -0.19
C -1.895 -5.997 2.462 -0.21
C -2.530 -4.764 2.426 -0.19
C -2.121 -3.792 1.517 -0.01
C -2.809 -2.440 1.517 -0.24
N -2.341 -1.558 0.480 -0.19
C -1.213 -0.832 0.462 0.17
N -1.103 -0.213 -0.695 -0.53
C -2.218 -0.600 -1.365 0.14
N -2.994 -1.424 -0.694 -0.30
C -1.084 -4.079 0.651 -0.20
H 2.497 -0.876 -5.701 0.24
H 1.035 -1.327 -4.803 0.21
H 1.304 -0.550 -2.044 0.21
H 3.600 2.738 -3.139 0.24
H 4.514 -2.218 -5.476 0.22
H 5.552 -4.323 -4.681 0.21
H 4.424 -5.693 -2.953 0.23
H 1.210 -2.882 -2.851 0.23
H -0.330 -7.230 1.639 0.23
H -2.225 -6.747 3.170 0.21
H -3.340 -4.550 3.114 0.21
H -2.637 -1.954 2.480 0.24
H -3.881 -2.565 1.373 0.23
H -0.520 -0.781 1.294 0.25
H -2.457 -0.255 -2.357 0.20
H -0.756 -3.345 -0.072 0.24
S 1.054 7.795 -2.916 -0.41
C 0.925 6.194 -2.358 -0.50
S 2.277 5.411 -1.663 -0.48
S -0.576 5.371 -2.482 -0.51
C -4.185 3.324 1.023 -0.74
S -3.800 2.603 -0.595 0.14
C -3.542 4.130 -1.532 -0.74
H -3.361 3.956 1.348 0.23
H -4.308 2.499 1.723 0.22
H -5.106 3.904 0.964 0.20
H -4.493 4.637 -1.693 0.19
H -3.091 3.860 -2.483 0.25
H -2.846 4.773 -1.000 0.25
```

**Net charge**: -2
**HOMO energy**: 0.0267 eV
**Kohn-Sham gap**: 0.10000 Eh

# 4
Density functional theory data (ωB97M-V with the def2-TZVPD basis set) for a structure of composition C31H30N3O3PtS4.

```
72
Properties=species:S:1:pos:R:3:mulliken_spin:R:1
Pt 1.832 0.592 -1.385 1.50
C -1.228 -2.319 -1.178 0.01
C -0.428 -1.222 -0.884 -0.01
N 0.497 -0.769 -1.757 0.17
C 0.612 -1.359 -2.988 0.04
C -0.189 -2.431 -3.351 0.00
C -1.142 -2.902 -2.426 0.01
C 0.076 -3.032 -4.632 -0.01
C 1.070 -2.505 -5.455 0.01
C 1.875 -1.414 -5.092 0.00
C 2.858 -0.807 -5.864 0.03
C 3.549 0.314 -5.377 0.00
C 3.237 0.814 -4.135 0.02
N 2.376 0.129 -3.310 0.09
C 1.676 -0.887 -3.805 0.03
H -1.949 -2.719 -0.461 0.00
H -0.521 -0.654 0.047 0.04
H -1.721 -3.749 -2.689 0.00
H -0.417 -3.956 -4.877 0.00
H 1.098 -2.934 -6.441 0.00
H 3.088 -1.181 -6.858 0.00
H 4.289 0.798 -6.020 0.00
H 3.640 1.745 -3.764 0.00
C -4.722 -1.299 4.488 0.00
C -3.985 -1.590 3.177 0.00
C -4.613 -0.685 2.080 0.00
C -4.229 -3.043 2.832 0.00
C -2.511 -1.383 3.380 0.01
C -1.866 -2.124 4.407 0.01
C -0.538 -2.103 4.607 0.00
C 0.206 -1.381 3.687 0.01
S 1.901 -1.381 3.645 0.00
C 1.783 -0.362 2.133 0.01
N 0.598 0.024 1.850 0.03
C -0.366 -0.562 2.696 0.02
C -1.752 -0.509 2.610 0.00
C 3.017 0.216 1.486 0.00
C 4.153 0.328 2.346 -0.01
C 5.184 1.205 2.108 0.04
C 5.149 1.958 0.903 0.00
C 4.076 1.766 0.011 -0.06
C 2.956 0.953 0.263 0.42
H -5.830 -1.392 4.340 0.00
H -4.497 -0.279 4.814 0.00
H -4.406 -1.948 5.313 0.00
H -5.654 -0.924 1.980 0.00
H -4.173 -0.853 1.093 0.00
H -4.429 0.370 2.345 0.00
H -5.283 -3.256 2.530 0.00
H -3.874 -3.703 3.649 0.00
H -3.627 -3.304 1.966 0.00
H -2.482 -2.709 5.098 0.00
H 0.003 -2.688 5.366 0.00
H -2.251 0.185 1.908 -0.01
H 4.105 -0.263 3.253 0.00
H 6.057 1.253 2.761 0.00
H 5.908 2.707 0.669 0.00
H 4.027 2.371 -0.909 -0.01
O -2.531 2.079 0.799 0.08
S -1.909 3.374 1.093 0.71
O -0.634 3.294 1.873 0.11
O -2.099 4.501 0.164 0.09
S 0.036 2.120 -1.241 0.57
C 1.371 4.505 -0.334 0.04
S 1.202 3.738 -1.980 0.00
C -0.253 4.298 -2.965 0.02
H 1.739 5.511 -0.474 0.00
H 2.127 3.869 0.105 -0.01
H 0.428 4.375 0.220 -0.01
H -1.072 4.659 -2.302 0.00
H -0.650 3.439 -3.517 0.00
H 0.030 5.090 -3.625 0.00
```

**Net charge**: +1
**Spin multiplicity**: 5
**Expectation value of S²**: 6.017
**HOMO energy (spin up / spin down)**: -7.9808 / -10.1378 eV
**Kohn-Sham gap (spin up / spin down)**: 0.13342 / 0.16139 Eh

Calculated energy, -2537.89001; -2456.62167; -4290.13405; -3300.93564 Ha (same order as the records).
Calculated F_max, 1.7; 2.5; 1.7; 4.6 eV/Å (same order as the records).